[1]
Entry from OMol25: a 2-piece molecular cluster, C5H14NO2 overall at a distorted geometry (ωB97M-V/def2-TZVPD).

Last column: Mulliken charge in e.
Element x y z (Å)
O  2.72  0.97  -0.30  -0.638
O  -2.59  1.56  -0.37  -0.515
N  0.17  1.42  0.27  -0.241
C  -1.78  0.52  -0.89  -0.904
C  -0.70  0.08  0.07  -0.174
C  0.89  -1.62  0.73  -0.133
C  0.51  -2.82  1.18  -0.719
C  0.32  -0.96  -0.48  -0.537
H  -0.33  2.17  -0.25  0.380
H  0.01  -3.52  0.51  0.260
H  1.08  -0.60  -1.19  0.322
H  -3.23  1.25  0.29  0.336
H  0.64  -3.16  2.21  0.256
H  3.04  0.32  -0.95  0.312
H  -1.46  0.95  -1.87  0.405
H  1.02  1.55  -0.27  0.315
H  -1.06  -0.13  1.03  0.549
H  -2.43  -0.33  -1.19  0.404
H  1.59  -1.01  1.35  0.293
H  0.33  1.57  1.27  0.326
H  3.55  1.50  -0.14  0.293
H  -0.22  -1.74  -1.03  0.412

The value obtained for the largest force on an atom is 0.0972 hartree/bohr. For the energy, the calculation gives -403.85208 a.u. For the HOMO-LUMO gap, the calculation gives 0.3771 Ha. Its total charge is +1.



[2]
Entry from OMol25: a 3-piece molecular cluster, C5H14NO4 overall at a distorted geometry (ωB97M-V/def2-TZVPD).

Last column: Mulliken charge in e.
Element x y z (Å)
O  1.64  1.05  2.35  -0.469
O  -1.34  -2.66  -0.40  -0.589
O  -2.51  -0.81  1.59  -0.595
O  3.44  0.54  1.16  -0.463
N  -0.08  -0.36  0.84  -0.323
C  1.28  0.06  0.23  0.136
C  0.06  0.88  -1.82  0.048
C  0.98  1.26  -0.70  -0.571
C  -0.43  1.57  -2.82  -0.924
C  2.25  0.50  1.28  0.212
H  -3.27  -1.30  1.27  0.289
H  1.97  1.47  -1.16  0.370
H  -1.01  1.20  -3.67  0.276
H  -1.17  -3.43  -0.96  0.289
H  -0.56  -0.90  0.11  0.306
H  2.15  1.78  2.73  0.352
H  0.71  2.15  -0.12  0.455
H  -0.17  -0.22  -1.85  0.129
H  1.52  -0.92  -0.22  0.444
H  -2.24  -2.94  -0.17  0.271
H  -0.21  2.61  -3.00  0.270
H  0.14  -0.87  1.69  0.343
H  -0.58  0.48  1.13  0.426
H  -2.55  -1.14  2.50  0.318

The value obtained for the largest force on an atom is 0.0477 hartree/bohr. For the energy, the calculation gives -554.36930 a.u. For the HOMO-LUMO gap, the calculation gives 0.3807 Ha. Its total charge is +1.



[3]
Entry from OMol25: a 2-piece molecular cluster, C5H14NOS overall at a distorted geometry (ωB97M-V/def2-TZVPD).

Last column: Mulliken charge in e.
Element x y z (Å)
S  0.10  -0.97  1.68  -0.616
O  2.17  2.47  -1.89  -0.573
N  -1.83  -1.86  -0.65  -0.544
C  1.68  1.53  -0.89  0.487
C  0.31  1.92  -0.39  -0.917
C  -2.41  -1.12  0.47  -0.441
C  -1.69  -1.35  1.80  -0.639
C  1.61  0.17  -1.57  -1.183
H  -3.48  -1.33  0.57  0.388
H  2.22  3.32  -1.44  0.302
H  0.28  2.79  0.27  0.386
H  -2.17  -2.81  -0.71  0.221
H  -2.30  -0.06  0.24  0.125
H  2.43  1.53  -0.10  0.157
H  0.82  0.10  -2.32  0.307
H  -1.77  -2.41  2.07  0.237
H  -0.40  2.02  -1.21  0.303
H  1.45  -0.57  -0.79  0.218
H  2.57  -0.02  -2.07  0.348
H  -0.83  -1.91  -0.43  0.190
H  -2.12  -0.74  2.60  0.270
H  -0.09  1.09  0.23  -0.027

The value obtained for the largest force on an atom is 0.0247 hartree/bohr. For the energy, the calculation gives -727.11275 a.u. For the HOMO-LUMO gap, the calculation gives 0.2285 Ha. Its total charge is -1.



[4]
Entry from OMol25: a 2-piece molecular cluster, C5H14NP overall at a distorted geometry (ωB97M-V/def2-TZVPD).

Last column: Mulliken charge in e.
Element x y z (Å)
P  0.55  -0.34  -0.83  -0.198
N  0.68  1.20  -0.14  0.246
C  0.48  2.34  -0.99  -1.006
C  1.45  -2.85  -0.12  -1.139
C  1.18  1.51  1.17  -0.976
C  1.43  -1.38  0.15  -0.026
C  -3.47  -0.48  -0.12  -0.951
H  -0.27  3.01  -0.56  0.297
H  -3.09  -1.50  -0.12  0.233
H  2.01  -1.05  1.00  0.317
H  1.06  -3.41  0.73  0.273
H  0.64  2.37  1.58  0.317
H  2.25  1.76  1.16  0.332
H  -2.76  0.16  0.37  0.170
H  1.41  2.91  -1.11  0.322
H  0.84  -3.09  -1.00  0.351
H  0.15  2.01  -1.97  0.330
H  1.03  0.66  1.84  0.281
H  2.47  -3.20  -0.30  0.290
H  -3.61  -0.15  -1.14  0.241
H  -4.42  -0.45  0.40  0.295

The value obtained for the largest force on an atom is 0.0205 hartree/bohr. For the energy, the calculation gives -594.96876 a.u. For the HOMO-LUMO gap, the calculation gives 0.3210 Ha. Its total charge is 0.



[5]
Entry from OMol25: a 2-piece molecular cluster, C5H14NS overall at a distorted geometry (ωB97M-V/def2-TZVPD).

Last column: Mulliken charge in e.
Element x y z (Å)
S  0.98  -0.77  0.48  0.084
N  -0.84  1.90  -0.08  -0.064
C  0.23  -1.94  1.56  -1.026
C  -1.48  2.33  1.16  -0.770
C  -1.01  0.81  -0.76  -0.042
C  2.23  -1.76  -0.35  -0.941
C  -0.42  0.65  -2.06  -0.780
H  -0.75  2.22  1.98  0.333
H  3.02  -1.18  -0.82  0.358
H  0.06  1.56  -2.46  0.331
H  -1.03  0.27  -2.85  0.351
H  -1.58  0.04  -0.42  0.532
H  -1.49  3.39  1.09  0.342
H  0.23  -0.20  -1.91  0.075
H  1.84  -2.26  -1.35  0.289
H  -0.06  -2.98  1.02  0.281
H  -2.41  1.73  1.51  0.297
H  -0.22  2.58  -0.43  0.218
H  -0.69  -1.68  1.94  0.402
H  2.61  -2.57  0.31  0.333
H  0.77  -2.16  2.45  0.395

The value obtained for the largest force on an atom is 0.0846 hartree/bohr. For the energy, the calculation gives -651.53956 a.u. For the HOMO-LUMO gap, the calculation gives 0.3028 Ha. Its total charge is +1.



[6]
Entry from OMol25: a 2-piece molecular cluster, C5H14O overall at a distorted geometry (ωB97M-V/def2-TZVPD).

Last column: Mulliken charge in e.
Element x y z (Å)
O  -0.47  -2.89  -0.59  -0.488
C  -2.56  -1.49  -0.30  -0.665
C  -1.87  -2.78  -1.02  -0.316
C  2.18  1.56  1.70  -1.286
C  2.00  1.69  0.21  -0.053
C  0.61  1.91  -0.27  -0.963
H  0.69  2.17  -1.25  0.380
H  -3.65  -1.33  -0.64  0.293
H  -1.99  -2.54  -2.05  0.260
H  2.44  0.82  -0.45  0.211
H  -1.97  -0.60  -0.72  0.107
H  1.77  0.73  2.17  0.406
H  -0.02  1.03  -0.22  0.123
H  3.28  1.46  1.89  0.298
H  -2.54  -1.43  0.89  0.227
H  2.69  2.54  0.00  0.230
H  1.87  2.36  2.31  0.358
H  -0.08  -2.17  -1.05  0.289
H  -0.01  2.74  0.21  0.306
H  -2.37  -3.78  -0.81  0.282

The value obtained for the largest force on an atom is 0.0648 hartree/bohr. For the energy, the calculation gives -274.07529 a.u. For the HOMO-LUMO gap, the calculation gives 0.4117 Ha. Its total charge is 0.



[7]
Entry from OMol25: a 2-piece molecular cluster, C5H14O overall at a distorted geometry (ωB97M-V/def2-TZVPD).

Last column: Mulliken charge in e.
Element x y z (Å)
O  0.64  0.50  -4.64  -0.651
C  2.64  2.64  -0.86  -1.456
C  1.41  2.10  -0.17  0.640
C  1.41  0.57  -0.17  -0.403
C  1.26  2.72  1.26  -1.312
C  0.00  0.00  0.00  -1.171
H  3.57  2.23  -0.42  0.319
H  0.26  2.47  1.65  0.317
H  0.51  1.48  -4.69  0.323
H  0.01  -1.08  0.24  0.347
H  -0.45  0.55  0.85  0.252
H  1.40  3.81  1.33  0.370
H  1.99  0.26  0.72  0.283
H  1.26  0.37  -3.89  0.330
H  1.87  0.08  -1.05  0.316
H  -0.63  0.15  -0.89  0.316
H  2.60  2.37  -1.93  0.306
H  0.55  2.44  -0.79  0.158
H  2.67  3.74  -0.77  0.387
H  2.02  2.23  1.90  0.328

The value obtained for the largest force on an atom is 0.0240 hartree/bohr. For the energy, the calculation gives -274.13173 a.u. For the HOMO-LUMO gap, the calculation gives 0.4383 Ha. Its total charge is 0.



[8]
Entry from OMol25: a 2-piece molecular cluster, C5H14O2 overall at a distorted geometry (ωB97M-V/def2-TZVPD).

Last column: Mulliken charge in e.
Element x y z (Å)
O  -1.79  1.78  0.58  -0.539
O  -1.53  0.73  -1.47  -0.533
C  -1.56  0.55  -0.08  0.897
C  1.72  0.76  -0.47  -0.852
C  -2.71  -0.37  0.33  -1.352
C  2.17  -1.65  0.13  -1.125
C  1.82  -0.26  0.63  0.031
H  1.62  1.78  -0.09  0.219
H  0.72  0.57  -0.96  0.142
H  0.71  -0.33  1.03  0.245
H  -1.08  2.39  0.34  0.322
H  2.54  0.72  -1.19  0.392
H  -0.58  -0.03  0.30  -0.548
H  -2.67  -0.56  1.40  0.344
H  -2.63  -1.31  -0.21  0.341
H  3.13  -1.65  -0.39  0.348
H  -3.66  0.10  0.09  0.359
H  1.41  -2.01  -0.56  0.270
H  2.53  0.07  1.39  0.373
H  -2.38  1.09  -1.76  0.339
H  2.23  -2.36  0.96  0.328

The value obtained for the largest force on an atom is 0.0598 hartree/bohr. For the energy, the calculation gives -349.35232 a.u. For the HOMO-LUMO gap, the calculation gives 0.4143 Ha. Its total charge is 0.



[9]
Entry from OMol25: a 3-piece molecular cluster, C5H14O2 overall at a distorted geometry (ωB97M-V/def2-TZVPD).

Last column: Mulliken charge in e.
Element x y z (Å)
O  -0.67  1.90  -3.94  -0.633
O  1.82  2.73  -5.50  -0.641
C  -0.84  0.37  3.18  -1.258
C  0.15  -2.66  1.43  -0.958
C  -0.84  -1.46  1.34  -0.557
C  -0.25  -0.18  1.93  0.731
C  0.78  0.47  1.35  -0.876
H  1.46  -0.10  0.64  0.181
H  0.10  -3.43  0.62  0.295
H  -1.94  0.41  3.02  0.294
H  -0.91  1.19  -3.33  0.314
H  -0.68  -0.31  4.04  0.269
H  -1.15  -1.20  0.33  0.349
H  0.90  2.75  -5.21  0.317
H  0.27  1.77  -4.07  0.307
H  -1.70  -1.80  1.92  0.300
H  0.06  -3.38  2.24  0.290
H  -0.62  1.37  3.56  0.368
H  1.58  2.41  -6.39  0.334
H  1.36  1.38  1.52  0.311
H  1.13  -2.21  1.31  0.262

The value obtained for the largest force on an atom is 0.0546 hartree/bohr. For the energy, the calculation gives -349.31299 a.u. For the HOMO-LUMO gap, the calculation gives 0.3566 Ha. Its total charge is 0.



[10]
Entry from OMol25: a 3-piece molecular cluster, C5H14O3 overall at a distorted geometry (ωB97M-V/def2-TZVPD).

Last column: Mulliken charge in e.
Element x y z (Å)
O  3.32  2.17  0.10  -0.523
O  -3.60  -2.73  -1.08  -0.617
O  -3.80  -0.48  1.82  -0.644
C  1.74  -0.37  0.24  -0.542
C  1.97  0.55  -0.99  -0.997
C  0.29  -0.70  0.51  -0.015
C  -0.75  0.00  0.03  -0.765
C  2.12  2.05  -0.67  -0.339
H  0.12  -1.49  1.24  0.344
H  1.34  0.44  -1.87  0.543
H  2.91  0.20  -1.43  0.365
H  -3.12  -3.46  -0.70  0.310
H  2.24  2.53  -1.65  0.327
H  2.26  -1.33  0.11  0.324
H  -0.55  0.69  -0.76  0.196
H  -3.83  -1.44  1.81  0.309
H  -2.95  -0.34  2.21  0.321
H  1.28  2.33  -0.03  0.299
H  2.15  0.14  1.12  0.310
H  3.52  3.08  0.23  0.290
H  -3.24  -2.71  -1.95  0.303
H  -1.75  -0.29  0.37  0.200

The value obtained for the largest force on an atom is 0.0367 hartree/bohr. For the energy, the calculation gives -424.56848 a.u. For the HOMO-LUMO gap, the calculation gives 0.3724 Ha. Its total charge is 0.